Below is a cluster of 6 separate species, C10H30FO10 in total at a distorted geometry, with properties calculated with wB97M-V/def2-TZVPD.

Values from the calculation:
- Total charge: -1
- Energy relative to the best compared isomer or geometry (same formula, charge and spin): 66.7 kJ/mol
- Energy: -34049.2958 eV
- Lowest unoccupied orbital energy: 2.9 eV
- 2S+1: 1
- F_max: 0.052 hartree/bohr

Element x y z (Å)
F -0.0755 -0.0806 -0.0235
C -1.9962 0.9244 -2.5181
C -0.9302 1.9812 -2.8511
O 0.3267 1.6832 -2.2346
O -2.5387 1.0574 -1.2207
H -1.5958 -0.0879 -2.5727
H -2.8091 1.1056 -3.2213
H -1.4280 2.9395 -2.7029
H -0.7980 1.8942 -3.9295
H 0.2443 1.1246 -1.4581
H -1.8464 0.6633 -0.6849
C 3.5684 -1.6880 1.9684
C 2.8434 -1.8364 0.5949
O 2.7576 -0.6717 -0.1831
O 4.8903 -1.2850 1.7620
H 3.6157 -2.6474 2.4835
H 3.0537 -0.9487 2.5822
H 1.8415 -2.2125 0.8018
H 3.2561 -2.5906 -0.0751
H 1.8542 -0.3481 -0.2093
H 5.3348 -1.3615 2.6094
C -1.6147 4.4963 1.1059
C -0.6442 3.4238 0.5063
O -0.6759 2.2492 1.3181
O -1.5622 5.6513 0.3023
H -1.3754 4.7055 2.1485
H -2.6087 4.0491 1.1043
H 0.3158 3.9131 0.3411
H -1.0816 3.1077 -0.4407
H -0.6382 1.4757 0.7507
H -2.0640 6.3632 0.7060
C -0.9445 -0.8049 3.3902
C -1.8412 -1.7756 2.5622
O -2.4102 -1.0488 1.4448
O 0.2959 -0.4602 2.8074
H -0.7341 -1.3375 4.3176
H -1.4753 0.1192 3.6189
H -2.5688 -2.3580 3.1274
H -1.1516 -2.4995 2.1279
H -1.7334 -0.9676 0.7688
H 0.0978 -0.2847 1.8846
C 1.1006 -2.5612 -2.3195
C -0.4220 -2.6290 -2.3539
O -0.9284 -2.4608 -1.0455
O 1.6714 -3.0892 -3.5576
H 1.5158 -3.1722 -1.5180
H 1.4534 -1.5584 -2.0787
H -0.8154 -3.5625 -2.7563
H -0.7909 -1.8415 -3.0110
H -0.5599 -1.6260 -0.7473
H 2.6208 -3.1314 -3.4218

---

Below is a cluster of 6 separate species, C10H30IO9 in total at a distorted geometry, with properties calculated with wB97M-V/def2-TZVPD.

Values from the calculation:
- Total charge: -1
- Energy relative to the best compared isomer or geometry (same formula, charge and spin): 0.0 kJ/mol
- Energy: -37384.7477 eV
- Lowest unoccupied orbital energy: 3.0 eV
- 2S+1: 1
- F_max: 0.036 hartree/bohr

Element x y z (Å)
I -0.1399 -1.0325 0.0840
C -5.3832 -1.5779 0.2361
C -4.8380 -0.1600 0.2558
O -3.6599 -0.0565 -0.5439
H -6.3328 -1.5419 0.7871
H -4.7242 -2.3094 0.6988
H -5.6100 -1.9143 -0.7752
H -4.5185 0.1277 1.2628
H -5.5871 0.5514 -0.0854
H -2.9040 -0.4126 -0.0533
C -1.3094 4.3800 -0.7587
C -1.3427 2.8776 -0.5798
O -0.3856 2.3199 -1.4749
O -0.0105 4.8581 -0.4115
H -1.9868 4.8540 -0.0332
H -1.5201 4.6376 -1.8037
H -2.3355 2.4349 -0.7109
H -1.0387 2.6530 0.4526
H -0.5619 1.3661 -1.4706
H -0.0298 5.7747 -0.1437
C -0.6965 -5.5751 1.0296
C 0.8060 -5.3152 0.8796
O 1.0473 -4.3407 -0.1184
O -1.2648 -4.5865 1.8783
H -0.8263 -6.5531 1.5055
H -1.2225 -5.6038 0.0745
H 1.3170 -6.2366 0.5965
H 1.2009 -4.9115 1.8166
H 0.4836 -3.5622 0.0508
H -1.6263 -3.8635 1.3556
C 4.2635 -0.2059 -3.6719
C 3.3015 -0.7943 -2.6647
O 2.2124 0.0566 -2.4553
O 4.8882 1.0411 -3.3326
H 3.6598 0.0091 -4.5684
H 5.0010 -0.9135 -4.0695
H 3.7789 -1.0670 -1.7156
H 3.0566 -1.7425 -3.1694
H 1.4904 -0.4978 -2.1167
H 5.2161 1.4149 -4.1521
C 1.8175 3.1515 3.3066
C 1.6109 1.7462 2.7774
O 1.5408 1.7166 1.3768
O 2.6320 3.8928 2.3665
H 2.4209 3.1984 4.2206
H 0.8973 3.7089 3.5171
H 0.7051 1.3083 3.2093
H 2.4586 1.1490 3.1410
H 0.9598 0.9589 1.1549
H 3.0889 4.5866 2.8447

---

Below is a structure of composition C10H30K5O14P at a distorted geometry, with properties calculated with wB97M-V/def2-TZVPD.

Values from the calculation:
- Total charge: +2
- Energy relative to the best compared isomer or geometry (same formula, charge and spin): 1349.1 kJ/mol
- Energy: -130416.1570 eV
- Lowest unoccupied orbital energy: -5.4 eV
- 2S+1: 1
- F_max: 0.060 hartree/bohr

Element x y z (Å)
K 3.7418 3.2029 3.6163
K 2.7043 -3.9292 4.4783
K -0.9830 1.4959 8.0851
K -2.0434 4.4089 2.9048
K -0.6380 0.6019 -4.0067
P -0.0256 -0.1068 1.4591
O -1.5519 -0.3215 1.3111
O 0.8598 -1.1685 0.8502
O 0.3023 0.1008 2.9086
O 0.3731 1.1621 0.6443
C 0.5260 6.8832 -1.6941
C 1.0024 7.7153 -0.5025
O 1.3668 6.9945 0.6601
O -0.6408 6.1322 -1.4437
H 1.3878 6.3333 -2.0723
H 0.2075 7.5364 -2.5065
H 0.2078 8.4319 -0.2945
H 1.9807 8.1797 -0.6259
H 1.1922 7.5390 1.4312
H -0.2404 5.3967 -0.9743
C 5.6564 2.0251 -1.9896
C 5.9322 0.5899 -1.3335
O 5.3083 0.4406 0.0020
O 4.3616 2.0504 -2.4470
H 6.3463 2.0365 -2.8334
H 5.8265 2.8869 -1.3443
H 7.0097 0.4451 -1.2556
H 5.4328 -0.2006 -1.8938
H 4.3828 0.2169 -0.1205
H 3.7134 2.0197 -1.7396
C -6.8144 1.9407 2.4299
C -6.4959 0.7792 3.3803
O -5.1733 0.8791 3.9662
O -5.8728 1.9187 1.3009
H -6.5323 2.8730 2.9192
H -7.7972 1.8861 1.9618
H -6.3783 -0.1868 2.8893
H -7.1957 0.7609 4.2158
H -4.6066 0.7206 3.2077
H -5.1865 1.2709 1.4766
C 4.3092 -5.3919 -2.4489
C 2.9576 -5.5116 -3.2019
O 2.3738 -4.2326 -3.3099
O 4.0700 -5.1872 -1.0753
H 4.8954 -4.6976 -3.0509
H 4.7735 -6.3771 -2.4038
H 2.1887 -6.1012 -2.7026
H 3.0695 -6.0803 -4.1250
H 2.1110 -4.0825 -2.3988
H 3.4109 -4.4892 -1.0681
C -4.0007 -5.1839 -0.8848
C -3.1146 -5.5771 0.3346
O -3.4594 -4.7524 1.5197
O -4.0258 -3.8181 -1.1830
H -5.0300 -5.5410 -0.8523
H -3.6260 -5.7615 -1.7298
H -2.0467 -5.4818 0.1381
H -3.4616 -6.5461 0.6935
H -3.4552 -3.8348 1.2377
H -3.5861 -3.2943 -0.5093

---

> The lowest lowest unoccupied orbital energy belongs to which entry?

C10H30K5O14P